This record from the OMol25 dataset describes 6 unconnected molecules or ions with the total composition C37H56O14S in a non-equilibrium geometry. The level of theory is ωB97M-V/def2-TZVPD.

The geometry in XYZ format:
```
108
Properties=species:S:1:pos:R:3:forces:R:3
S -2.366301 -5.710177 0.817440 -1.5408 -0.7966 1.4900
O -1.360510 -5.887376 2.142599 0.2847 1.2651 -2.0973
O -4.608999 4.157870 -1.604856 0.1396 0.1810 -0.1957
O -3.365500 -4.732873 1.257222 1.3139 -0.4427 -0.8538
O -3.212315 4.997720 -3.166038 -0.1443 0.0472 0.4758
O 1.294906 -7.806527 -0.727914 0.1604 -0.0547 -0.3895
O 2.693623 -7.797924 -2.498898 -0.1842 0.2119 0.3806
O -0.826062 7.532940 0.751004 0.1553 0.3272 0.1463
O 4.744816 7.172428 4.431702 -0.2446 -0.4132 0.1385
O -1.410963 -5.077146 -0.411063 0.2384 0.7128 0.2838
O 0.625449 9.170940 1.304377 -0.3202 -0.2811 0.0735
O 4.008667 2.181321 -0.428542 -0.2195 0.2723 0.2918
O 3.589348 2.817593 1.691843 0.1585 -0.5572 -0.3303
O 3.282646 5.552147 3.854238 0.1847 0.2085 0.2205
O -3.280239 -4.539225 -1.726540 1.4682 0.7471 -0.8963
C -6.450194 3.645842 -2.965593 -0.3364 -0.0870 -0.2744
C 0.558925 -4.650090 3.294131 0.1059 0.2096 -0.9139
C 1.678204 -8.165952 -1.981602 0.5600 -0.1908 -0.3385
C 1.893359 -3.077670 1.686424 0.1062 -0.5761 0.3282
C -2.272994 -2.606699 -3.038309 -0.9058 1.0433 1.0782
C 2.549226 -3.045795 0.257384 1.0573 0.8425 0.6344
C 3.367366 7.449775 2.461121 -0.5526 -0.0768 0.0250
C -1.718344 7.276326 -0.346132 -0.2767 -0.2959 -0.2565
C -2.044466 8.639643 -0.919904 -0.2410 0.2073 -0.2981
C 0.094576 -8.500694 -0.372132 -0.3029 -0.0276 0.2862
C -2.053492 -5.247688 -1.690442 -0.8876 -1.8336 0.2883
C 3.891011 6.757994 3.697895 0.5497 0.3515 -0.0535
C 0.680861 -0.288499 0.597558 -0.2605 -1.8829 -0.4883
C -2.979573 -0.222835 -2.369891 -0.6154 -2.5752 1.0650
C 2.082828 6.689018 2.187932 -0.2627 0.1101 -0.0988
C 4.385770 0.926742 2.830185 0.0943 -0.3340 0.1956
C -2.215966 -1.144224 -3.213351 -1.3621 -0.1367 1.3687
C 4.006725 2.384673 2.998186 0.0327 -0.0039 0.4701
C 0.667770 -9.114874 -2.581708 -0.5465 0.1909 0.0860
C -0.228755 8.741258 0.579550 0.5357 0.2896 0.0170
C 4.911025 0.888971 1.405756 -0.2216 -0.2282 0.4366
C 2.711792 -1.629904 -0.388261 -0.6401 0.2037 0.2742
C 1.643006 -5.679569 1.224785 -0.3513 0.0807 0.9986
C 1.798919 0.278689 -1.763242 0.2629 0.7304 2.0254
C -0.845365 -4.583005 2.552792 0.4358 1.5375 1.5148
C -5.240183 3.873663 -3.856231 -0.5182 0.1088 0.1924
C -0.541945 -8.894961 -1.689865 -0.3418 -0.2605 -0.1226
C -3.817396 -0.801131 -1.274536 1.7398 -1.6272 -2.1480
C 1.768798 -0.641825 -0.470057 0.3249 0.5015 -0.8437
C 4.128135 1.998747 0.749569 0.3155 -0.0895 -0.6235
C -3.101720 -3.176350 -1.989898 -0.3174 3.3644 0.1251
C -3.849982 -2.245701 -1.130504 0.4459 0.4849 -0.6144
C -0.763890 9.415346 -0.661191 -0.5654 -0.0554 -0.0303
C 2.393420 5.317373 2.747788 -0.2465 -0.0918 -0.4356
C 1.807797 -4.544744 2.311971 -0.2240 -0.3677 -0.1497
C -5.811880 3.375574 -1.619383 -0.3195 -0.2016 0.2493
C -4.228160 4.429493 -2.881576 0.4858 -0.0226 -0.4284
H 0.457279 -8.858048 -3.618046 0.3154 -0.1537 -0.0256
H -2.973095 0.884218 -2.499334 0.2502 -1.1288 -0.0581
H -0.058675 -1.145437 0.653167 0.5434 0.9659 0.0251
H 4.710073 -0.067132 0.926573 0.1492 0.1632 -0.2312
H 0.975394 -5.290037 0.418248 0.7395 -0.6221 0.4076
H -5.451634 4.587377 -4.649825 0.3167 -0.1185 -0.0889
H -2.606685 6.761265 0.017842 0.2003 -0.0769 0.1327
H 3.188790 2.516234 3.705873 -0.0087 0.2057 -0.1705
H 5.975531 1.128310 1.356996 -0.0306 -0.0156 -0.1173
H -0.832255 -3.874153 1.683381 0.1475 -0.7398 0.6793
H 1.094995 -6.531149 1.724947 0.6391 0.7468 -0.6343
H 2.531759 -2.416647 2.345950 -0.6886 -0.6939 -0.5292
H -7.100307 2.839011 -3.303867 0.0451 0.0064 0.0944
H -1.194353 -9.764550 -1.608889 0.0234 0.0618 0.0699
H 2.058766 -3.709502 -0.499700 0.2046 0.6235 0.7598
H 3.178033 8.504045 2.652709 0.2912 -0.0155 -0.0477
H -2.323736 -6.343915 -1.759718 -0.0203 1.1567 -0.0624
H 1.495851 4.807322 3.100392 0.1673 -0.0500 0.1826
H 2.752761 -4.740652 2.891254 -0.9295 0.1594 -0.3916
H -1.561234 -4.136037 3.300715 0.4842 -0.6271 -0.8632
H -2.334433 8.605920 -1.969943 0.0158 -0.1057 0.0627
H -4.857288 2.939025 -4.271346 0.0714 0.0945 -0.0667
H 0.858775 -2.659267 1.744756 0.9088 -0.1941 -0.4593
H -0.540178 -7.838965 0.218345 0.2264 0.0135 0.0304
H 3.698461 -1.414731 -0.885834 -1.3370 -0.6788 -0.2892
H 0.078192 0.620538 0.361653 0.8484 -0.5982 0.1935
H 1.218192 1.214208 -1.511788 0.5708 -0.8752 -0.5676
H 1.798763 6.669334 1.136865 -0.0124 -0.0826 0.0854
H 4.851305 3.000907 3.316143 -0.0619 0.0158 -0.0254
H 2.612430 -6.093445 0.857290 -0.8750 0.6293 -0.0238
H 3.596424 -3.457354 0.387629 -1.0756 0.2541 -0.1610
H -4.485119 -2.667176 -0.310333 0.7853 0.2358 -0.9069
H 2.861866 0.600717 -1.900381 -0.9243 -0.3567 -0.4116
H -1.207848 6.632848 -1.067060 -0.0332 0.0205 0.0393
H 4.092566 7.329331 1.653390 0.0706 0.0893 0.0851
H -0.960190 10.470032 -0.479006 0.3513 -0.0063 -0.0161
H -1.363201 -5.039487 -2.540943 -0.2528 0.3268 1.1240
H -1.606732 -0.695203 -4.034558 -0.5214 -0.6686 0.8209
H -4.413754 -0.193577 -0.558060 0.6356 -0.4068 -0.7996
H -5.544342 2.323340 -1.488019 0.0180 0.0353 -0.0266
H 1.049882 -10.134879 -2.508570 0.0684 0.0558 -0.1005
H -2.866434 9.091550 -0.358257 0.0331 -0.0479 -0.0322
H 0.563920 -5.619220 3.865528 0.1874 1.0378 -0.3206
H 1.185150 -0.258865 1.596801 -0.6179 0.3285 -0.8179
H 5.104196 0.580954 3.573489 -0.0516 0.0970 0.0092
H 1.263332 7.142001 2.748398 0.0486 -0.0020 -0.1227
H 0.628070 -3.753802 3.976998 -0.3486 -1.0764 -0.3974
H 1.344269 -0.217714 -2.653135 0.5104 0.2637 0.7719
H -1.676035 -3.263301 -3.710994 -0.5663 0.7067 0.5639
H -0.042169 9.292674 -1.471306 0.0582 0.0945 0.0797
H -6.456241 3.680104 -0.795031 0.2471 0.0395 0.0780
H -1.135728 -8.064537 -2.078638 0.0195 -0.0633 0.0288
H 3.492734 0.299859 2.907875 0.0440 0.0366 0.0034
H -7.047303 4.560144 -2.916148 0.0237 -0.0677 0.0255
H 0.357255 -9.370456 0.236266 0.0251 0.0301 -0.0226
H 2.900174 4.679342 2.023463 -0.1360 0.2586 0.1557
```
Positions in Å, forces in eV/Å.

- F_max: 3.38 eV/Å
- HOMO: -8.15 eV
- Calculated total energy: -2894.89564 Ha